{"formula": "C31H38BNOSb2SiV", "method": "wB97M-V/def2-TZVPD", "elements": ["V", "C", "Sb", "C", "C", "C", "C", "C", "C", "C", "C", "C", "Sb", "C", "C", "H", "H", "H", "H", "H", "H", "H", "H", "H", "H", "H", "H", "H", "H", "H", "H", "H", "H", "H", "H", "B", "C", "N", "H", "H", "H", "O", "Si", "C", "C", "C", "C", "C", "C", "C", "C", "C", "C", "C", "C", "C", "C", "C", "C", "C", "C", "H", "H", "H", "H", "H", "H", "H", "H", "H", "H", "H", "H", "H", "H", "H"], "coordinates": [[-0.633, 0.007, -0.026], [-4.521, -0.941, 1.133], [-2.725, 0.038, 1.697], [-3.480, 1.927, 2.318], [-2.475, -0.841, 3.644], [-1.959, -2.246, 3.593], [-2.887, -3.281, 3.471], [-2.495, -4.606, 3.397], [-1.148, -4.921, 3.463], [-0.216, -3.907, 3.595], [-0.593, -2.564, 3.652], [0.482, -1.522, 3.728], [1.166, -1.012, 1.744], [2.768, 0.297, 2.212], [2.280, -2.787, 1.380], [-5.257, -0.884, 1.935], [-4.304, -1.983, 0.906], [-4.934, -0.478, 0.238], [-4.152, 1.813, 3.168], [-4.024, 2.399, 1.501], [-2.649, 2.574, 2.595], [-3.468, -0.827, 4.098], [-1.846, -0.174, 4.234], [-3.943, -3.035, 3.442], [-3.238, -5.386, 3.296], [-0.823, -5.952, 3.413], [0.837, -4.155, 3.656], [1.347, -1.906, 4.272], [0.155, -0.616, 4.237], [3.499, -0.201, 2.848], [2.380, 1.182, 2.714], [3.243, 0.610, 1.282], [2.765, -3.115, 2.298], [3.041, -2.563, 0.636], [1.639, -3.581, 1.001], [-1.787, -3.648, -2.906], [-1.489, -2.557, -1.795], [-1.264, -1.746, -0.999], [-1.834, -4.708, -2.331], [-2.843, -3.346, -3.410], [-0.872, -3.587, -3.693], [0.365, 1.733, 0.145], [0.977, 2.104, -1.314], [2.505, 1.044, -1.626], [2.357, -0.321, -1.885], [3.457, -1.158, -2.011], [4.738, -0.642, -1.866], [4.907, 0.712, -1.615], [3.799, 1.543, -1.507], [1.413, 3.901, -1.533], [1.447, 4.507, -2.787], [1.838, 5.829, -2.931], [2.203, 6.567, -1.815], [2.169, 5.982, -0.558], [1.775, 4.659, -0.421], [-0.378, 1.426, -2.455], [-1.698, 1.443, -1.985], [-2.730, 0.832, -2.693], [-2.459, 0.184, -3.885], [-1.160, 0.170, -4.379], [-0.139, 0.788, -3.678], [1.368, -0.755, -2.038], [3.312, -2.207, -2.236], [5.601, -1.289, -1.965], [5.902, 1.127, -1.514], [3.952, 2.601, -1.324], [1.161, 3.942, -3.668], [1.855, 6.284, -3.913], [2.511, 7.599, -1.923], [2.447, 6.556, 0.317], [1.737, 4.210, 0.565], [-1.918, 1.960, -1.051], [-3.738, 0.841, -2.296], [-3.246, -0.328, -4.421], [-0.945, -0.352, -5.302], [0.873, 0.734, -4.063]], "forces_ev_per_angstrom": [[0.10, 0.34, -0.54], [-0.13, -0.04, 0.04], [-0.13, -0.06, 0.08], [-0.10, 0.09, 0.04], [-0.06, 0.07, 0.15], [0.02, -0.09, -0.04], [0.03, -0.05, 0.01], [-0.04, 0.01, 0.00], [0.02, -0.02, 0.00], [-0.02, -0.01, -0.01], [-0.04, -0.01, -0.05], [0.00, 0.04, 0.14], [0.11, -0.18, 0.12], [0.08, 0.03, 0.05], [0.04, -0.05, 0.00], [0.01, 0.00, 0.01], [0.04, -0.01, 0.01], [0.05, 0.04, -0.01], [0.00, -0.03, 0.00], [0.01, -0.02, -0.03], [0.02, -0.02, 0.01], [0.00, 0.03, -0.03], [0.03, 0.01, -0.06], [-0.01, 0.01, -0.01], [0.00, -0.01, 0.00], [0.01, 0.00, 0.00], [0.01, 0.00, 0.00], [0.02, 0.01, -0.04], [0.02, 0.03, -0.07], [-0.02, -0.01, 0.01], [-0.02, 0.00, -0.01], [-0.02, -0.03, -0.02], [0.01, 0.02, 0.01], [0.02, 0.02, -0.05], [-0.04, 0.04, 0.01], [0.04, 0.19, 0.28], [-0.02, -0.04, -0.10], [0.17, 0.20, 0.12], [-0.02, -0.11, -0.02], [-0.09, 0.01, -0.05], [0.07, -0.01, -0.07], [0.07, -0.20, -0.10], [-0.15, -0.30, 0.33], [-0.13, 0.11, -0.10], [-0.07, -0.17, -0.04], [0.05, -0.04, 0.05], [-0.02, 0.01, -0.01], [0.03, -0.01, -0.01], [0.10, 0.10, 0.05], [-0.09, -0.10, 0.04], [-0.01, -0.02, -0.12], [0.01, 0.04, -0.03], [0.01, 0.02, 0.02], [0.01, 0.04, 0.02], [0.00, 0.04, 0.09], [0.12, 0.06, -0.17], [-0.06, 0.00, 0.06], [-0.04, -0.04, 0.05], [-0.03, 0.01, 0.03], [-0.02, -0.02, -0.03], [0.05, -0.03, 0.04], [0.05, 0.03, 0.07], [0.00, -0.01, 0.01], [0.00, -0.01, 0.00], [0.01, -0.01, 0.00], [-0.02, 0.01, 0.00], [0.00, -0.01, -0.01], [0.00, 0.01, -0.01], [0.00, 0.01, -0.01], [0.00, 0.01, 0.00], [0.00, -0.02, 0.01], [-0.05, 0.06, -0.06], [0.00, 0.02, -0.02], [-0.01, 0.00, 0.01], [0.01, 0.00, -0.01], [-0.01, 0.02, -0.02]], "mulliken_spin": [2.94, 0.01, 0.00, 0.01, 0.02, -0.01, -0.01, 0.00, 0.00, 0.00, 0.00, 0.02, -0.04, 0.01, 0.00, 0.00, 0.00, 0.00, 0.00, 0.00, 0.00, 0.00, 0.00, 0.00, 0.00, 0.00, 0.00, 0.00, 0.00, 0.00, 0.00, 0.00, 0.00, 0.00, 0.00, 0.00, 0.14, -0.19, 0.00, 0.00, 0.00, 0.01, 0.01, 0.01, 0.04, 0.01, 0.00, 0.00, 0.00, 0.00, 0.00, 0.00, 0.00, 0.00, 0.00, 0.03, -0.01, 0.00, 0.01, -0.01, 0.04, -0.03, 0.00, 0.00, 0.00, 0.00, 0.00, 0.00, 0.00, 0.00, 0.00, -0.02, 0.00, 0.00, 0.00, 0.00], "homo_energy_ha": [-0.2936, -0.3218], "total_energy_ev": -83619.63026, "de_lowest_ev": 0.000, "multiplicity": 4, "homo_lumo_gap_ev": [8.26, 8.81], "lumo_energy_ev": [0.3, 0.1]}

{"formula": "C31H38I2N7O3RuS3", "method": "wB97M-V/def2-TZVPD", "elements": ["Ru", "N", "C", "O", "C", "C", "H", "H", "H", "H", "H", "H", "S", "C", "N", "C", "C", "N", "C", "C", "C", "C", "C", "C", "C", "C", "S", "C", "C", "C", "C", "C", "C", "C", "H", "H", "H", "H", "H", "H", "H", "H", "H", "H", "H", "H", "H", "H", "H", "H", "H", "H", "N", "C", "O", "C", "I", "H", "H", "H", "H", "N", "C", "O", "C", "I", "H", "H", "H", "H", "N", "C", "S", "C", "C", "C", "N", "C", "C", "H", "H", "H", "H", "H", "H"], "coordinates": [[1.391, -0.111, -1.181], [4.210, 3.091, -0.396], [3.510, 1.999, -0.698], [2.269, 1.984, -0.613], [4.261, 0.807, -1.220], [3.486, -0.477, -0.967], [3.726, 3.927, -0.108], [5.214, 3.097, -0.408], [5.255, 0.738, -0.770], [4.400, 0.979, -2.290], [3.670, -0.808, 0.057], [3.825, -1.253, -1.653], [-0.937, 0.437, -0.408], [-1.021, 0.335, 1.287], [-2.027, 0.878, 1.965], [-2.013, 0.805, 3.421], [-1.407, -0.506, 3.858], [-0.080, -0.653, 3.268], [0.987, -1.232, 4.088], [1.196, -0.418, 5.344], [1.850, 0.808, 5.273], [2.046, 1.560, 6.421], [1.580, 1.098, 7.644], [0.929, -0.124, 7.719], [0.735, -0.879, 6.572], [0.058, -0.334, 1.990], [1.505, -0.701, 1.156], [-3.094, 1.653, 1.342], [-4.405, 0.899, 1.350], [-4.507, -0.321, 0.685], [-5.710, -1.007, 0.670], [-6.819, -0.483, 1.321], [-6.717, 0.723, 1.996], [-5.510, 1.409, 2.019], [-3.036, 0.890, 3.785], [-1.432, 1.642, 3.823], [-2.047, -1.336, 3.538], [-1.317, -0.529, 4.941], [1.894, -1.250, 3.491], [0.721, -2.260, 4.346], [2.220, 1.165, 4.318], [2.573, 2.503, 6.366], [1.734, 1.684, 8.540], [0.581, -0.497, 8.673], [0.243, -1.843, 6.636], [-2.797, 1.883, 0.322], [-3.202, 2.590, 1.893], [-3.637, -0.717, 0.172], [-5.789, -1.954, 0.151], [-7.761, -1.014, 1.300], [-7.575, 1.130, 2.513], [-5.434, 2.352, 2.547], [-0.666, -3.962, -0.498], [0.421, -3.323, -0.926], [0.336, -2.299, -1.623], [1.761, -3.944, -0.598], [1.981, -4.506, 1.466], [-1.583, -3.610, -0.719], [-0.600, -4.802, 0.053], [2.547, -3.232, -0.827], [1.897, -4.855, -1.176], [-1.751, -0.453, -3.421], [-1.328, 0.822, -3.399], [-0.259, 1.135, -2.871], [-2.239, 1.844, -4.046], [-1.134, 3.553, -4.699], [-1.208, -1.147, -2.924], [-2.643, -0.717, -3.805], [-2.953, 2.195, -3.303], [-2.770, 1.439, -4.902], [2.016, -0.260, -8.371], [2.322, 0.721, -7.516], [2.791, 2.209, -8.073], [2.236, 0.440, -6.058], [2.085, -0.845, -5.535], [2.002, -1.023, -4.167], [2.052, -0.010, -3.304], [2.211, 1.228, -3.793], [2.307, 1.487, -5.142], [2.083, -0.076, -9.358], [1.719, -1.175, -8.082], [2.046, -1.724, -6.162], [1.888, -2.012, -3.742], [2.216, 2.040, -3.080], [2.424, 2.501, -5.491]], "forces_ev_per_angstrom": [[1.33, 0.25, -0.15], [-0.31, 0.03, 0.12], [0.63, -0.01, -0.14], [-0.92, -1.33, -0.47], [-0.16, -0.05, 0.13], [-0.65, -0.25, 0.12], [0.00, 0.01, 0.02], [0.02, -0.03, -0.07], [0.04, 0.14, -0.07], [0.04, 0.00, 0.01], [0.14, -0.13, -0.10], [-0.09, -0.07, 0.05], [-0.19, 0.03, 0.96], [-1.55, 0.93, -1.67], [0.96, -0.43, 0.03], [0.07, 0.03, 0.36], [-0.44, 0.15, 0.16], [-0.39, 0.30, -0.89], [0.24, -0.06, 0.39], [-0.06, -0.03, 0.00], [-0.01, -0.01, -0.04], [0.01, 0.08, -0.01], [-0.02, -0.07, -0.02], [-0.01, 0.01, 0.07], [0.06, -0.04, -0.05], [1.96, -0.98, 0.88], [-0.45, 0.36, 0.02], [-0.46, 0.08, -0.15], [0.06, -0.04, 0.12], [0.01, 0.04, -0.01], [0.04, -0.07, 0.01], [0.00, 0.05, 0.01], [-0.07, -0.03, 0.05], [0.07, 0.04, -0.07], [-0.02, -0.07, -0.05], [-0.06, 0.02, -0.03], [0.10, -0.05, 0.04], [0.05, 0.00, 0.00], [-0.04, -0.07, 0.01], [-0.06, 0.02, -0.10], [0.03, 0.01, 0.00], [-0.01, 0.01, -0.02], [0.02, 0.00, 0.00], [-0.02, 0.01, 0.00], [0.00, 0.00, 0.01], [0.07, 0.07, 0.05], [0.10, -0.04, 0.05], [-0.03, -0.03, -0.04], [0.00, 0.01, -0.02], [0.00, -0.01, 0.01], [-0.01, 0.00, -0.01], [-0.02, 0.01, -0.01], [-0.05, 0.02, -0.09], [0.10, -0.18, 0.20], [0.40, 0.92, 0.03], [-0.06, 0.22, 0.29], [-0.01, -0.03, -0.28], [0.04, 0.06, -0.07], [0.07, -0.01, 0.01], [-0.01, -0.01, -0.01], [0.00, 0.00, -0.01], [-0.03, -0.09, 0.09], [0.30, 0.15, -0.21], [-0.60, -0.06, -0.07], [0.37, 0.16, 0.04], [-0.21, -0.20, 0.01], [-0.01, -0.02, -0.03], [0.01, 0.06, -0.04], [-0.02, 0.00, -0.02], [-0.02, -0.01, 0.02], [-0.11, -0.43, 0.24], [0.29, 0.98, -0.72], [-0.12, -0.41, 0.24], [-0.09, -0.24, 0.49], [0.07, 0.12, -0.09], [0.03, -0.27, 0.11], [-0.38, 0.37, 0.70], [0.04, 0.02, -0.23], [0.06, -0.08, -0.04], [0.03, 0.05, -0.01], [-0.02, 0.05, -0.01], [0.02, -0.01, 0.02], [-0.06, 0.03, 0.01], [-0.05, -0.03, 0.01], [0.01, 0.03, -0.05]], "mulliken_spin": [0.80, 0.00, 0.00, 0.00, 0.01, 0.01, 0.00, 0.00, 0.00, 0.00, 0.00, 0.00, 0.13, -0.02, 0.00, 0.00, 0.00, 0.00, 0.00, 0.00, 0.00, 0.00, 0.00, 0.00, 0.00, 0.02, 0.00, 0.01, -0.01, 0.01, 0.00, 0.00, 0.00, 0.00, 0.00, 0.00, 0.00, 0.00, 0.00, 0.00, 0.00, 0.00, 0.00, 0.00, 0.00, 0.00, 0.00, 0.00, 0.00, 0.00, 0.00, 0.00, 0.00, 0.00, 0.00, 0.00, 0.00, 0.00, 0.00, 0.00, 0.00, 0.00, -0.01, 0.03, 0.01, 0.00, 0.00, 0.00, 0.00, 0.00, 0.00, 0.00, 0.00, 0.00, 0.00, 0.03, -0.01, 0.03, 0.00, 0.00, 0.00, 0.00, 0.00, 0.00, 0.00], "homo_energy_ha": [-0.4533, -0.4533], "total_energy_ev": -100615.44187, "de_lowest_ev": 0.869, "multiplicity": 2, "homo_lumo_gap_ev": [5.94, 5.93], "charge": 2, "lumo_energy_ev": [-6.4, -6.4]}

{"formula": "C31H38N2O4P2PtSSi2", "method": "wB97M-V/def2-TZVPD", "elements": ["Pt", "C", "Si", "C", "C", "N", "P", "C", "P", "N", "Si", "C", "C", "C", "C", "C", "C", "C", "C", "C", "C", "C", "C", "C", "C", "C", "C", "C", "C", "C", "C", "C", "C", "C", "C", "C", "C", "C", "H", "H", "H", "H", "H", "H", "H", "H", "H", "H", "H", "H", "H", "H", "H", "H", "H", "H", "H", "H", "H", "H", "H", "H", "H", "H", "H", "H", "H", "H", "H", "H", "H", "H", "H", "H", "H", "H", "O", "S", "O", "O", "O"], "coordinates": [[0.951, -0.157, -0.340], [2.749, -0.384, 3.073], [0.906, -0.155, 3.448], [0.792, -0.251, 5.355], [0.394, 1.594, 2.926], [-0.136, -1.416, 2.960], [-0.856, -1.789, 1.601], [-0.926, -0.639, 0.261], [-1.372, -0.960, -1.417], [-0.951, 0.384, -2.159], [-0.827, 0.812, -3.807], [-2.580, 1.236, -4.467], [-0.090, -0.475, -4.997], [0.210, 2.375, -4.017], [-3.192, -1.125, -1.685], [-3.762, -1.611, -2.862], [-5.133, -1.555, -3.058], [-5.960, -1.014, -2.082], [-5.400, -0.494, -0.924], [-4.027, -0.536, -0.742], [-0.747, -2.497, -2.216], [0.589, -2.517, -2.623], [1.117, -3.636, -3.245], [0.321, -4.748, -3.475], [-1.000, -4.747, -3.056], [-1.526, -3.633, -2.417], [-0.245, -3.460, 1.179], [-1.011, -4.603, 0.991], [-0.397, -5.833, 0.798], [0.983, -5.923, 0.743], [1.754, -4.773, 0.861], [1.146, -3.552, 1.089], [-2.590, -1.987, 2.227], [-3.192, -3.102, 2.799], [-4.457, -3.012, 3.371], [-5.138, -1.806, 3.395], [-4.521, -0.669, 2.886], [-3.258, -0.763, 2.330], [3.363, 0.317, 3.646], [2.947, -0.201, 2.016], [3.083, -1.397, 3.314], [1.398, 0.527, 5.832], [1.161, -1.220, 5.701], [-0.237, -0.149, 5.705], [0.910, 2.365, 3.505], [-0.685, 1.740, 3.029], [0.644, 1.739, 1.876], [-3.140, 0.348, -4.767], [-2.525, 1.908, -5.329], [-3.162, 1.735, -3.688], [-0.573, -1.452, -4.932], [0.961, -0.600, -4.725], [-0.140, -0.135, -6.036], [-0.269, 3.261, -3.595], [0.408, 2.564, -5.076], [1.163, 2.211, -3.513], [-3.123, -2.024, -3.633], [-5.562, -1.931, -3.980], [-7.034, -0.991, -2.232], [-6.032, -0.052, -0.162], [-3.569, -0.108, 0.137], [1.206, -1.639, -2.478], [2.156, -3.636, -3.552], [0.728, -5.621, -3.975], [-1.620, -5.622, -3.212], [-2.553, -3.656, -2.075], [-2.091, -4.538, 0.989], [-1.004, -6.724, 0.682], [1.459, -6.886, 0.596], [2.833, -4.830, 0.778], [1.739, -2.651, 1.194], [-2.675, -4.052, 2.820], [-4.914, -3.895, 3.803], [-6.134, -1.749, 3.820], [-5.024, 0.290, 2.926], [-2.744, 0.120, 1.963], [3.066, -0.744, -0.642], [3.120, 0.563, -1.422], [2.410, 0.364, -2.691], [2.350, 1.527, -0.545], [4.490, 1.003, -1.611]], "forces_ev_per_angstrom": [[-1.02, 1.23, 2.11], [-0.24, 0.07, -0.11], [-0.32, -0.38, 0.54], [0.15, 0.23, -0.13], [0.11, -0.26, 0.00], [0.48, 0.60, -0.97], [-0.42, 0.39, 1.27], [1.53, -1.98, -0.74], [-0.32, 1.26, -0.22], [0.03, -0.71, -0.68], [-0.32, 0.29, 0.00], [0.23, -0.03, -0.01], [0.00, 0.12, 0.25], [-0.06, -0.23, 0.07], [0.02, 0.06, 0.15], [0.00, 0.03, 0.03], [-0.02, -0.06, -0.07], [-0.01, 0.02, 0.02], [-0.07, 0.03, 0.01], [0.08, -0.08, -0.09], [0.19, -0.01, 0.36], [-0.13, 0.02, -0.04], [0.06, -0.03, -0.02], [0.03, -0.07, -0.02], [-0.07, -0.11, 0.02], [0.02, -0.01, 0.13], [0.08, 0.20, -0.45], [-0.07, 0.13, -0.09], [-0.04, -0.15, -0.05], [0.02, -0.04, -0.02], [0.04, -0.01, 0.00], [-0.05, -0.05, 0.03], [0.01, 0.19, -0.05], [0.01, -0.04, -0.05], [-0.09, -0.07, 0.02], [0.01, 0.00, 0.00], [0.01, 0.03, 0.04], [-0.01, -0.14, 0.06], [-0.05, 0.04, 0.05], [0.06, -0.05, -0.12], [-0.06, -0.02, 0.01], [0.00, 0.01, 0.04], [0.01, -0.05, -0.05], [-0.04, 0.02, -0.07], [0.02, -0.03, 0.06], [-0.01, -0.03, 0.06], [0.01, 0.06, -0.11], [0.00, -0.04, -0.02], [0.02, -0.01, -0.05], [0.03, 0.02, 0.04], [-0.05, 0.01, -0.01], [0.03, -0.03, -0.05], [-0.04, 0.09, 0.01], [-0.06, -0.03, 0.06], [-0.03, 0.00, -0.04], [0.02, 0.03, 0.02], [-0.05, 0.02, -0.03], [0.01, -0.01, 0.00], [0.00, 0.03, 0.00], [0.00, 0.00, 0.01], [-0.11, 0.02, -0.08], [0.09, 0.04, -0.01], [-0.01, 0.04, -0.01], [0.02, 0.00, 0.02], [-0.01, 0.01, 0.01], [0.03, -0.03, 0.03], [0.06, -0.03, -0.08], [0.00, 0.01, -0.02], [0.00, 0.01, -0.03], [0.00, 0.02, 0.01], [0.05, -0.01, 0.01], [-0.03, 0.06, 0.07], [0.01, -0.01, -0.01], [0.01, 0.01, 0.02], [0.00, 0.00, 0.01], [-0.08, 0.05, 0.04], [-0.87, -0.03, 0.22], [1.93, 0.22, -1.58], [0.17, 0.11, -0.10], [-0.77, -0.92, 0.03], [-0.19, -0.04, 0.33]], "lowdin_charge": [1.00, -0.19, 0.30, -0.22, -0.19, -0.24, 0.64, -0.56, 0.60, -0.27, 0.33, -0.20, -0.18, -0.18, -0.26, -0.12, -0.10, -0.11, -0.09, -0.08, -0.28, -0.10, -0.07, -0.11, -0.10, -0.11, -0.27, -0.11, -0.11, -0.11, -0.08, -0.08, -0.25, -0.09, -0.11, -0.12, -0.10, -0.13, 0.02, 0.00, 0.02, 0.00, 0.01, 0.01, 0.01, 0.01, -0.01, 0.00, 0.01, 0.02, 0.01, 0.02, 0.02, 0.02, 0.02, 0.00, 0.10, 0.09, 0.09, 0.09, 0.07, 0.06, 0.11, 0.09, 0.09, 0.10, 0.09, 0.09, 0.09, 0.10, 0.08, 0.08, 0.09, 0.09, 0.10, 0.09, -0.47, 0.19, -0.41, -0.45, -0.36], "homo_energy_ha": [-0.0667, -0.0717], "total_energy_ev": -92352.33989, "de_lowest_ev": 3.222, "multiplicity": 1, "homo_lumo_gap_ev": [6.15, 6.29], "charge": -2, "lumo_energy_ev": [4.3, 4.3]}